Record 1
Here is the molecule C26H30N4O at a distorted geometry from the Open Molecules 2025 dataset. Energies are from ωB97M-V/def2-TZVPD.

Values from the calculation:
energy above the lowest of the compared OMol25 structures with the same formula, charge and spin = 88.4 kcal per mole
SMILES = Cc1ccc([C@@H](/C=C/N2[C@H](Cc3ccccc3)C(=O)N(C)C2(C)C)n2ccnc2)cc1
strongest force on any atom = 3.81 eV Å⁻¹

Positions of all 61 atoms, in Å:
1 C 3.1686 -7.0850 -0.6051
2 C 2.6218 -5.7622 -0.1864
3 C 2.9234 -5.1571 1.0312
4 C 2.5035 -3.8576 1.3019
5 C 1.7854 -3.0738 0.3961
6 C 1.7029 -1.5639 0.6517
7 C 0.6462 -0.9307 -0.1642
8 C 0.3294 0.3412 0.1415
9 N -0.3668 1.1107 -0.7415
10 C -0.7333 2.5024 -0.4228
11 C -1.5937 2.6409 0.8277
12 C -1.9845 4.0647 1.1270
13 C -3.3242 4.4179 1.3006
14 C -3.6680 5.7650 1.4414
15 C -2.6991 6.7677 1.5036
16 C -1.3629 6.3754 1.4349
17 C -0.9961 5.0363 1.2749
18 C -1.4239 2.9343 -1.7024
19 O -1.8609 4.0576 -1.9385
20 N -1.4347 1.8710 -2.5604
21 C -2.0610 1.9251 -3.8763
22 C -0.8026 0.6478 -2.0812
23 C -1.8303 -0.4968 -1.9817
24 C 0.4243 0.2728 -2.9646
25 N 1.5666 -1.5977 2.2377
26 C 0.5198 -1.7787 3.0729
27 C 0.9800 -1.6606 4.3889
28 N 2.2752 -1.4075 4.3927
29 C 2.6664 -1.3564 3.1054
30 C 1.2742 -3.7891 -0.6925
31 C 1.7824 -5.0621 -1.0386
32 H 2.7884 -7.3322 -1.6246
33 H 4.2802 -7.0403 -0.6289
34 H 2.8853 -7.8974 0.1023
35 H 3.4847 -5.7637 1.7435
36 H 2.8026 -3.4888 2.2766
37 H 2.5868 -0.9345 0.7423
38 H 0.2702 -1.5033 -1.0527
39 H 0.6447 0.7322 1.1141
40 H 0.1787 3.1086 -0.2562
41 H -2.5082 2.0514 0.7072
42 H -1.0715 2.2076 1.6989
43 H -4.0970 3.6476 1.2333
44 H -4.7116 6.0482 1.4894
45 H -2.9699 7.8193 1.6466
46 H -0.5834 7.1237 1.4835
47 H 0.0522 4.7403 1.1906
48 H -2.5033 2.9248 -3.9847
49 H -1.2807 1.7465 -4.6417
50 H -2.8342 1.1337 -3.9147
51 H -2.7373 -0.1341 -1.4794
52 H -2.0743 -0.8042 -3.0037
53 H -1.4711 -1.3665 -1.4177
54 H 0.9617 1.1974 -3.2248
55 H 1.1383 -0.3852 -2.4444
56 H 0.0432 -0.2200 -3.8696
57 H -0.4845 -1.9613 2.7619
58 H 0.4482 -1.7500 5.2940
59 H 3.6992 -1.1579 2.7382
60 H 0.5462 -3.3425 -1.3656
61 H 1.4885 -5.5510 -1.9871

Force components x, y, z for each atom (eV/Å):
0.3 -0.7 -0.2
-0.2 0.6 -0.3
-0.3 -0.2 -0.2
1.1 -0.9 0.5
1.0 -0.7 -0.4
-1.1 -1.9 3.1
0.0 -0.3 0.4
-0.5 -0.8 -1.5
-0.4 0.9 0.8
0.6 -0.6 -0.1
-0.6 -0.3 0.4
0.0 0.0 0.5
0.2 0.4 -0.5
-0.1 0.0 0.1
0.2 -0.6 0.1
0.3 -0.1 0.0
-0.5 0.4 -0.3
-0.1 1.0 -0.5
0.3 -1.3 0.2
-0.3 0.2 -0.1
0.3 -0.3 0.3
0.6 0.2 0.9
-0.1 0.2 -0.1
-0.3 0.3 0.1
1.1 1.9 0.9
-0.5 -0.1 1.1
-1.1 -0.3 -2.1
2.7 0.4 -1.7
-1.1 0.1 -0.1
0.7 0.2 -0.8
-0.9 0.2 0.0
0.4 0.0 0.8
-0.7 -0.2 -0.1
0.2 0.5 -0.5
-0.1 0.5 0.1
0.0 0.1 -0.3
0.7 -0.7 -1.3
0.7 1.0 1.4
-0.1 0.4 -0.5
-0.3 -0.2 -0.4
0.1 -0.1 -0.1
0.0 0.1 -0.4
0.2 0.3 0.0
-0.1 -0.1 0.1
0.1 -0.5 -0.2
0.0 0.1 0.1
-0.3 0.3 0.1
0.1 -0.4 -0.1
-0.6 0.1 0.2
0.3 0.5 -0.3
0.2 0.0 -0.2
-0.1 -0.1 0.2
-0.2 0.4 -0.3
-0.2 -0.3 0.0
-0.5 0.3 -0.3
0.4 0.1 0.1
-0.3 -0.1 -0.4
-0.7 -0.1 0.7
-1.1 -0.2 0.3
0.3 0.0 -0.1
0.0 0.5 0.6

Record 2
Here is a structure of composition C43H39N3O2P2TeY from the Open Molecules 2025 dataset. Energies are from ωB97M-V/def2-TZVPD.

Values from the calculation:
total charge = +1
strongest force on any atom = 0.44 eV Å⁻¹

Positions of all 91 atoms, in Å:
1 Y 1.3470 0.3843 -0.6783
2 C -0.9736 -1.5492 2.1622
3 N -1.0052 -0.1684 2.6341
4 C -1.8232 0.7405 1.8492
5 P -1.5054 0.6685 0.0266
6 C -2.5454 -0.7049 -0.5706
7 C -3.8793 -0.8214 -0.1719
8 C -4.6364 -1.9056 -0.5768
9 C -4.0733 -2.8863 -1.3841
10 C -2.7591 -2.7709 -1.8032
11 C -1.9983 -1.6791 -1.4029
12 C -2.3511 2.1513 -0.5979
13 C -3.0602 2.0692 -1.7959
14 C -3.6371 3.2042 -2.3459
15 C -3.5094 4.4289 -1.7066
16 C -2.7849 4.5198 -0.5250
17 C -2.2012 3.3895 0.0225
18 C -1.0302 0.0360 4.0440
19 C -1.7770 1.0637 4.6202
20 C -1.7531 1.2707 5.9930
21 C -1.0000 0.4579 6.8208
22 C -0.2631 -0.5717 6.2547
23 C -0.2713 -0.7814 4.8874
24 P 0.5257 -1.8055 1.0904
25 C 1.8861 -1.8531 2.2959
26 C 2.5354 -3.0321 2.6496
27 C 3.5884 -2.9989 3.5526
28 C 3.9980 -1.7940 4.1053
29 C 3.3576 -0.6139 3.7528
30 C 2.3126 -0.6437 2.8458
31 C 0.3478 -3.4793 0.4165
32 C -0.3524 -4.4785 1.0931
33 C -0.5015 -5.7328 0.5221
34 C 0.0532 -6.0011 -0.7223
35 C 0.7603 -5.0160 -1.3954
36 C 0.9029 -3.7585 -0.8310
37 H -1.8704 -1.8031 1.5897
38 H -0.9408 -2.2286 3.0108
39 H -1.5631 1.7610 2.1369
40 H -2.9003 0.6193 2.0347
41 H -4.3325 -0.0595 0.4516
42 H -5.6685 -1.9887 -0.2630
43 H -4.6675 -3.7368 -1.6914
44 H -2.3186 -3.5273 -2.4394
45 H -0.9812 -1.5856 -1.7591
46 H -3.1782 1.1152 -2.2943
47 H -4.1997 3.1267 -3.2672
48 H -3.9756 5.3109 -2.1265
49 H -2.6675 5.4739 -0.0287
50 H -1.6128 3.4958 0.9262
51 H -2.4025 1.7084 4.0203
52 H -2.3444 2.0746 6.4114
53 H -0.9874 0.6205 7.8895
54 H 0.3375 -1.2186 6.8809
55 H 0.3443 -1.5717 4.4826
56 H 2.2294 -3.9746 2.2137
57 H 4.0940 -3.9174 3.8192
58 H 4.8221 -1.7726 4.8055
59 H 3.6755 0.3281 4.1789
60 H 1.7991 0.2829 2.5988
61 H -0.7852 -4.2875 2.0671
62 H -1.0476 -6.5025 1.0508
63 H -0.0616 -6.9818 -1.1646
64 H 1.2034 -5.2264 -2.3598
65 H 1.4701 -2.9962 -1.3560
66 Te 4.0071 -0.7570 -0.4361
67 C 4.4498 0.2208 -2.2765
68 C 3.7798 -0.1099 -3.4511
69 C 4.0562 0.5645 -4.6342
70 C 5.0136 1.5656 -4.6581
71 C 5.6961 1.8891 -3.4932
72 C 5.4135 1.2270 -2.3088
73 H 3.0560 -0.9122 -3.4560
74 H 3.5304 0.2927 -5.5412
75 H 5.2366 2.0846 -5.5808
76 H 6.4526 2.6630 -3.5060
77 H 5.9439 1.4956 -1.4043
78 C -0.2365 5.4408 -3.3462
79 N -0.0113 4.0001 -3.2515
80 C -0.3723 3.1688 -4.2560
81 C -0.2170 1.8208 -4.1907
82 C 0.3646 1.3163 -2.9994
83 O 0.5507 0.0629 -2.7517
84 N 0.7495 2.1551 -2.0223
85 C 0.5264 3.5024 -2.0568
86 O 0.7806 4.2277 -1.1164
87 H -0.1235 5.7511 -4.3822
88 H 0.4985 5.9455 -2.7276
89 H -1.2329 5.6939 -2.9871
90 H -0.7990 3.6537 -5.1241
91 H -0.5069 1.1606 -4.9913

Force components x, y, z for each atom (eV/Å):
0.0 -0.2 -0.4
0.0 0.0 0.0
0.0 0.1 0.0
0.0 0.0 0.0
0.0 -0.1 0.1
0.1 0.0 0.0
0.0 0.1 0.0
-0.1 0.0 0.0
0.0 -0.1 0.0
0.0 0.0 0.0
0.0 0.1 0.1
0.0 0.0 0.0
0.0 0.0 0.0
0.0 0.0 0.0
0.0 0.0 0.0
0.0 0.1 0.0
0.1 0.0 0.0
0.0 0.0 0.0
0.0 0.0 0.0
0.0 0.0 0.0
0.0 0.0 0.0
0.0 0.0 0.0
0.0 0.0 0.0
0.0 -0.1 0.1
0.0 -0.1 0.0
0.0 0.0 0.0
0.0 0.0 0.0
0.0 0.0 0.0
0.0 0.0 0.0
0.0 0.0 0.0
0.0 0.1 0.0
0.0 0.0 0.0
0.0 0.0 0.0
0.0 0.0 0.0
0.0 0.0 0.0
0.0 0.0 0.0
0.0 0.0 0.0
0.0 0.0 0.0
0.0 0.0 0.0
0.0 0.0 0.0
0.0 0.0 0.0
0.0 0.0 0.0
0.0 0.0 0.0
0.0 0.0 0.0
0.0 0.0 0.0
0.0 0.0 0.0
0.0 0.0 0.0
0.0 0.0 0.0
0.0 0.0 0.0
0.0 0.0 0.0
0.0 0.0 0.0
0.0 0.0 0.0
0.0 0.0 0.0
0.0 0.0 0.0
0.0 0.0 0.0
0.0 0.0 0.0
0.0 0.0 0.0
0.0 0.0 0.0
0.0 0.0 0.0
0.0 0.0 0.0
0.0 0.0 0.0
0.0 0.0 0.0
0.0 0.0 0.0
0.0 0.0 0.0
0.0 0.0 0.0
0.1 -0.1 0.1
-0.2 0.1 0.1
0.0 0.0 0.0
0.0 0.0 0.0
0.0 0.0 0.0
0.0 0.0 0.0
0.0 0.1 0.1
-0.1 -0.1 0.0
0.0 0.0 0.0
0.0 0.0 0.0
0.0 0.0 0.0
0.0 0.0 0.0
0.0 0.0 0.0
0.0 0.0 0.1
0.1 -0.2 0.0
0.0 0.1 0.0
0.0 0.0 -0.1
0.1 0.1 0.3
0.0 0.0 0.0
0.1 0.1 0.2
-0.1 0.0 -0.1
0.0 0.0 0.0
0.0 0.0 0.0
0.0 0.0 0.0
0.0 0.0 0.0
0.0 0.0 0.0

Record 3
Here is a structure of composition C40H57BInN3O3P2S2 from the Open Molecules 2025 dataset. Energies are from ωB97M-V/def2-TZVPD.

Values from the calculation:
energy above the lowest of the compared OMol25 structures with the same formula, charge and spin = 0.0 kcal per mole
strongest force on any atom = 0.34 eV Å⁻¹

Positions of all 109 atoms, in Å:
1 In -0.3969 0.0062 0.1123
2 C 2.2166 -3.4983 -1.9923
3 C 2.5434 -2.3607 -2.9702
4 C 3.9220 -2.6109 -3.5770
5 C 1.4759 -2.4062 -4.0744
6 P 2.2978 -0.7463 -2.0338
7 C 3.2787 -1.0619 -0.4858
8 N 2.9124 -0.1472 0.5868
9 B 1.6122 0.2751 1.0151
10 N 1.8334 1.1178 2.1603
11 C 0.8778 1.7954 3.0210
12 P -0.6653 2.2619 2.1045
13 C -1.9213 2.2200 3.4905
14 C -2.0922 0.7271 3.8348
15 C -1.5525 2.9692 4.7748
16 C -3.2543 2.7371 2.9432
17 C -0.2995 4.0080 1.5349
18 C -0.2344 5.0729 2.6272
19 C -1.3623 4.3959 0.4989
20 C 1.0531 3.9454 0.8132
21 C 3.2022 1.1937 2.3969
22 C 3.9135 1.8740 3.3714
23 C 5.3014 1.7815 3.3608
24 C 5.9579 1.0149 2.4056
25 C 5.2472 0.3182 1.4334
26 C 3.8650 0.4146 1.4325
27 C 3.2684 0.6596 -2.8343
28 C 2.7639 0.8439 -4.2687
29 C 2.8564 1.9086 -2.0385
30 C 4.7975 0.5849 -2.8443
31 H 1.9876 -4.4028 -2.5620
32 H 1.3421 -3.2681 -1.3784
33 H 3.0538 -3.7292 -1.3329
34 H 3.9737 -3.6384 -3.9505
35 H 4.7236 -2.4824 -2.8469
36 H 4.1167 -1.9499 -4.4199
37 H 1.5440 -3.3606 -4.6046
38 H 1.5938 -1.6096 -4.8058
39 H 0.4737 -2.3272 -3.6507
40 H 4.3510 -0.9906 -0.6641
41 H 3.0819 -2.0869 -0.1681
42 H 1.3469 2.6792 3.4604
43 H 0.5898 1.1438 3.8501
44 H -1.2770 0.3610 4.4615
45 H -2.1573 0.1065 2.9415
46 H -3.0194 0.5998 4.3997
47 H -0.5261 2.7773 5.0919
48 H -2.2084 2.6297 5.5817
49 H -1.6830 4.0452 4.6802
50 H -3.5454 2.1866 2.0461
51 H -3.2112 3.8004 2.7053
52 H -4.0312 2.6012 3.7004
53 H -1.2161 5.2717 3.0556
54 H 0.1297 6.0090 2.1938
55 H 0.4461 4.7997 3.4360
56 H -2.3546 4.4929 0.9377
57 H -1.4243 3.6584 -0.3033
58 H -1.0983 5.3607 0.0572
59 H 1.8855 3.7646 1.4951
60 H 1.2286 4.9044 0.3183
61 H 1.0691 3.1681 0.0473
62 H 3.4103 2.4575 4.1310
63 H 5.8748 2.3074 4.1124
64 H 7.0378 0.9511 2.4198
65 H 5.7723 -0.2872 0.7067
66 H 1.6728 0.8831 -4.3057
67 H 3.1097 0.0465 -4.9265
68 H 3.1496 1.7864 -4.6677
69 H 1.7698 1.9922 -1.9791
70 H 3.2382 2.7979 -2.5484
71 H 3.2616 1.9044 -1.0255
72 H 5.1735 -0.1062 -3.5947
73 H 5.2185 0.3009 -1.8798
74 H 5.1983 1.5743 -3.0824
75 C -7.1383 0.0331 -1.0415
76 O -6.8797 -1.2450 -0.4867
77 C -5.6455 -1.4681 0.0193
78 C -5.4338 -2.7715 0.5201
79 C -4.2157 -3.0774 1.0475
80 C -3.1450 -2.1525 1.0860
81 C -1.8647 -2.5563 1.6082
82 C -1.7329 -3.8049 2.4492
83 O -0.8067 -1.9404 1.3868
84 C -3.3622 -0.8392 0.5687
85 O -2.4805 0.1034 0.5750
86 C -4.6467 -0.5251 0.0565
87 H -8.1598 -0.0002 -1.4099
88 H -6.4563 0.2466 -1.8678
89 H -7.0471 0.8160 -0.2851
90 H -6.2366 -3.4924 0.4674
91 H -4.0547 -4.0821 1.4146
92 H -2.6455 -4.0871 2.9648
93 H -0.9391 -3.6303 3.1732
94 H -1.4163 -4.6334 1.8107
95 H -4.7748 0.4768 -0.3256
96 S -1.1144 1.3325 -2.0670
97 C -1.5140 -0.2811 -2.4560
98 N -1.1858 -1.2731 -1.6603
99 C -1.6100 -2.5023 -2.1367
100 C -1.3762 -3.7391 -1.5397
101 C -1.8557 -4.8769 -2.1588
102 C -2.5568 -4.8001 -3.3649
103 C -2.7787 -3.5795 -3.9760
104 C -2.2971 -2.4339 -3.3546
105 S -2.3875 -0.7763 -3.8798
106 H -0.8155 -3.7890 -0.6169
107 H -1.6816 -5.8444 -1.7057
108 H -2.9241 -5.7045 -3.8306
109 H -3.3108 -3.5192 -4.9159

Force components x, y, z for each atom (eV/Å):
-0.3 -0.2 0.1
0.0 0.0 0.0
0.0 0.0 0.0
0.0 0.0 0.0
0.0 0.0 0.0
0.0 0.0 0.0
0.0 -0.1 0.0
0.0 0.0 0.0
0.0 0.1 0.0
0.0 0.0 -0.1
0.0 0.0 0.0
0.1 0.0 0.0
0.0 -0.1 0.0
0.0 0.0 0.0
0.0 0.0 0.0
0.0 0.0 0.0
-0.1 0.0 0.0
0.0 0.0 0.0
0.0 0.0 0.0
0.0 0.0 0.0
0.0 0.0 0.0
0.0 0.0 0.0
0.0 0.0 0.0
0.0 0.0 0.0
0.0 0.0 0.0
0.0 0.0 0.0
0.0 0.0 0.0
0.0 0.0 0.0
0.0 0.0 0.1
0.0 -0.1 0.0
0.0 0.0 0.0
0.0 0.0 0.0
0.0 0.0 0.0
0.0 0.0 0.0
0.0 0.0 0.0
0.0 0.1 0.0
0.0 0.0 0.0
0.0 0.1 0.0
0.0 0.0 0.0
0.0 0.0 0.0
0.0 0.1 0.0
0.0 0.0 0.0
0.0 0.0 0.0
0.0 0.0 0.0
0.0 0.0 0.0
0.0 0.0 0.0
0.0 0.0 0.0
0.0 0.0 0.0
0.0 0.0 0.0
0.0 0.0 0.0
0.0 0.0 0.0
0.0 0.0 0.0
0.0 0.0 0.0
0.0 0.0 0.0
0.0 0.0 0.0
0.0 0.0 0.0
0.0 0.0 0.0
0.0 0.0 0.0
0.0 0.0 0.0
0.0 0.0 0.0
0.0 0.0 0.0
0.0 0.0 0.0
0.0 0.0 0.0
0.0 0.0 0.0
0.0 0.0 0.0
0.0 0.0 0.0
0.0 0.0 0.0
0.0 0.0 0.0
0.0 0.0 0.0
0.0 0.0 0.0
0.0 0.0 0.0
0.0 -0.1 0.0
0.0 0.1 0.0
0.0 0.0 0.0
0.0 0.0 0.0
0.0 0.0 0.0
0.0 0.0 0.0
0.0 0.0 0.0
0.0 0.0 0.0
0.0 0.0 0.0
0.0 0.0 -0.1
0.0 0.0 0.0
0.0 0.0 0.1
-0.1 -0.1 -0.1
0.1 0.1 0.1
0.0 0.0 0.0
0.0 0.0 0.0
0.0 0.0 0.0
0.0 0.0 0.0
0.0 0.0 0.0
0.0 0.0 0.0
0.0 0.0 0.0
0.0 0.0 0.0
0.0 0.0 0.0
0.0 0.0 0.0
0.0 0.0 -0.1
0.0 0.0 0.0
0.0 0.0 0.0
0.0 0.0 0.0
-0.1 0.0 0.0
0.0 0.0 0.0
0.0 0.0 0.0
0.0 0.0 0.0
0.0 0.0 0.0
0.0 0.0 0.0
0.0 0.0 0.1
0.0 0.0 0.0
0.0 0.0 0.0
0.0 0.0 0.0

Record 4
Here is the ion C5H4N with charge +1 at a distorted geometry from the Open Molecules 2025 dataset. Energies are from ωB97M-V/def2-TZVPD.

Values from the calculation:
total charge = +1
energy above the lowest of the compared OMol25 structures with the same formula, charge and spin = 27.2 kcal per mole
SMILES = C#CC1=[N+]=C1C
strongest force on any atom = 4.90 eV Å⁻¹

Positions of all 10 atoms, in Å:
1 C 3.7858 -0.0699 0.5329
2 C 2.6338 0.3205 0.3841
3 C 1.3119 0.7239 -0.1258
4 N 0.6140 1.2879 -1.1551
5 C -0.0477 0.7096 -0.1045
6 C -1.3734 0.6431 0.4371
7 H 4.7333 -0.4480 0.4855
8 H -1.4530 0.6416 1.5138
9 H -1.6856 -0.1355 -0.1148
10 H -1.9217 1.4655 -0.0142

Force components x, y, z for each atom (eV/Å):
-4.6 1.5 -0.7
-0.4 0.5 -1.2
2.0 -1.1 0.3
0.3 -1.4 2.1
1.7 2.3 -0.3
1.0 3.0 0.5
2.1 -0.7 0.4
0.0 -0.6 0.1
-2.2 -3.7 -1.2
-0.1 0.3 0.2

Kohn-Sham gap for the records above, in order: 8.7; 7.2; 8.2; 9.8 eV